Record 1
110
Properties=species:S:1:pos:R:3:lowdin_charge:R:1 method="wB97M-V/def2-TZVPD" total_energy_ev=-73025.086 homo_energy_ev=-8.492 charge=0 smiles="CCCNC(=O)OCCCSC(=S)N(CC)CC.COC[C@@H](C)N.COC[C@@H](C)N.COC[C@@H](C)N.COC[C@@H](C)N" relative_energy_kj_mol=685.6 e_lumo_ev=-0.4
C -2.1089 10.0269 2.6677 -0.1492
C -1.3026 10.1733 1.2228 -0.2213
C -0.6425 8.7085 0.7615 -0.2167
N -1.6695 7.9088 -0.0171 0.0225
C -1.0458 6.7118 -0.7269 -0.2750
O 0.2916 6.6097 -0.9474 -0.0389
O -1.8841 5.5992 -1.2558 -0.0937
C -2.4891 4.8268 -0.1406 -0.1767
C -1.9314 3.2757 -0.0720 -0.2023
C -0.4363 3.1688 0.6685 -0.4592
S 0.0864 1.3748 0.5493 0.8279
C 0.7942 0.7253 2.1564 -0.9815
S 1.4832 -0.8653 2.1284 0.5938
N 0.8020 1.4258 3.4957 -0.2451
C 1.6582 2.6719 3.5099 -0.2535
C 3.0914 2.5447 2.7248 -0.1140
C -0.5845 1.6530 4.0548 -0.2383
C -1.5840 0.3313 3.8923 -0.1110
H -1.5917 10.7964 3.3981 0.0790
H -2.0022 8.9487 3.1318 0.0684
H -3.2564 10.2228 2.5120 0.0748
H -0.3881 10.8998 1.3419 0.1045
H -2.0594 10.6013 0.4358 0.1091
H -0.4223 8.1188 1.7534 0.1243
H 0.3190 8.9780 0.1507 0.1309
H -2.3736 7.5808 0.7102 0.1253
H -2.4256 5.3948 0.8825 0.1306
H -3.6486 4.7442 -0.4120 0.1308
H -2.6410 2.5369 0.5031 0.1005
H -1.8516 2.8985 -1.2000 0.1341
H 0.2908 3.7974 -0.0140 0.0968
H -0.5622 3.5854 1.7542 0.0712
H 1.9223 2.8759 4.6563 0.1336
H 1.1267 3.6460 3.1312 0.1026
H 3.9084 3.0394 3.4408 0.0853
H 3.4612 1.4497 2.5336 0.0717
H 3.1310 3.2078 1.7325 0.0913
H -1.1325 2.5912 3.6085 0.1023
H -0.4783 1.8156 5.2296 0.1333
H -0.9776 -0.6744 3.8282 0.0685
H -2.2334 0.2504 4.8870 0.0847
H -2.3380 0.4718 3.0063 0.0653
C 3.2347 -3.6424 -1.3120 -0.1022
O 2.8645 -2.3707 -1.8221 -0.1934
C 2.1455 -2.4167 -3.0583 -0.1901
C 0.6350 -2.7098 -2.9054 -0.4229
C 0.3251 -4.1761 -2.6143 -0.0697
N 0.0278 -1.8768 -1.8574 0.0418
H 3.4762 -4.3535 -2.1072 0.0911
H 2.4403 -4.0347 -0.6758 0.0695
H 4.1215 -3.5107 -0.6847 0.0852
H 2.2510 -1.4159 -3.4956 0.1209
H 2.6227 -3.1113 -3.7597 0.1098
H 0.1554 -2.4628 -3.8606 0.1331
H 0.5346 -4.4541 -1.5782 0.0673
H -0.7370 -4.3818 -2.7897 0.0790
H 0.9027 -4.8365 -3.2686 0.0533
H 0.1513 -0.8954 -2.1076 0.0610
H 0.6006 -1.9829 -1.0151 0.0515
C 6.7764 -5.4134 2.7037 -0.1094
O 5.6931 -4.8404 1.9879 -0.1982
C 4.4259 -4.9556 2.6424 -0.1951
C 4.1722 -3.8867 3.7306 -0.4263
C 4.9239 -4.1522 5.0327 -0.0756
N 4.5100 -2.5388 3.2511 0.0396
H 6.4796 -6.3083 3.2581 0.0897
H 7.2121 -4.6733 3.3762 0.0726
H 7.5488 -5.6943 1.9814 0.0874
H 3.6756 -4.8170 1.8539 0.1117
H 4.2804 -5.9703 3.0313 0.1172
H 3.1012 -3.9081 3.9669 0.1342
H 5.9859 -3.9031 4.9652 0.0635
H 4.5059 -3.5442 5.8431 0.0772
H 4.8375 -5.2024 5.3283 0.0768
H 3.9322 -2.3270 2.4374 0.0172
H 5.4582 -2.5821 2.8664 0.0735
C 3.2444 -5.3444 -6.3386 -0.1067
O 2.3154 -5.8570 -5.3958 -0.2089
C 0.9788 -5.9813 -5.8914 -0.2024
C 0.7246 -7.2602 -6.7223 -0.4279
C 1.2948 -7.1914 -8.1369 -0.0758
N 1.2579 -8.4541 -6.0507 0.0347
H 2.7927 -4.6042 -7.0052 0.0918
H 3.6813 -6.1617 -6.9138 0.0733
H 4.0565 -4.8623 -5.7860 0.0864
H 0.3396 -6.0266 -5.0007 0.1057
H 0.6818 -5.0786 -6.4383 0.1206
H -0.3619 -7.3775 -6.8184 0.1352
H 2.3785 -7.3304 -8.1623 0.0641
H 0.8587 -7.9799 -8.7608 0.0773
H 1.0625 -6.2307 -8.6071 0.0777
H 0.7997 -8.5513 -5.1443 0.0726
H 2.2323 -8.2552 -5.8061 0.0721
C -5.2162 2.1152 2.0334 -0.1137
O -5.5864 3.3869 1.5234 -0.2072
C -6.3054 3.3409 0.2871 -0.2077
C -7.8159 3.0478 0.4400 -0.4286
C -8.1258 1.5815 0.7312 -0.0738
N -8.4231 3.8808 1.4880 0.0347
H -4.9747 1.4041 1.2383 0.0914
H -6.0106 1.7229 2.6697 0.0764
H -4.3294 2.2470 2.6608 0.0765
H -6.1999 4.3417 -0.1501 0.1141
H -5.8282 2.6463 -0.4142 0.1187
H -8.2955 3.2948 -0.5151 0.1357
H -7.9163 1.3035 1.7672 0.0647
H -9.1879 1.3758 0.5557 0.0785
H -7.5482 0.9211 0.0768 0.0791
H -8.2996 4.8622 1.2379 0.0720
H -7.8503 3.7747 2.3303 0.0718

Record 2
120
Properties=species:S:1:pos:R:3:lowdin_charge:R:1 method="wB97M-V/def2-TZVPD" total_energy_ev=-123212.717 homo_energy_ev=-9.148 charge=0 smiles="COCCCCCC[C@@H](COC)OCCCO.CCOS(C)(=O)=O.CCOS(C)(=O)=O.CCOS(C)(=O)=O.CCOS(C)(=O)=O.CCOS(C)(=O)=O" e_lumo_ev=0.4
C 6.9046 -0.7544 2.4957 -0.1153
O 7.1430 0.3368 3.3777 -0.2004
C 6.3991 1.4920 2.9938 -0.2215
C 6.8801 2.1454 1.6495 -0.1659
C 5.8663 2.0736 0.4672 -0.2078
C 4.4907 2.7751 0.7365 -0.1885
C 3.4098 1.7360 1.2015 -0.1935
C 2.4083 1.3367 0.0441 -0.1184
C 1.3576 0.3431 0.6532 -0.3211
C -0.0686 0.9830 0.4786 -0.1371
O -0.9865 0.2174 1.2841 -0.1848
C -1.0076 0.6949 2.6169 -0.1237
O 1.2784 -0.9179 0.0151 -0.1048
C 2.5242 -1.5912 -0.0568 -0.2066
C 3.2186 -1.8763 1.3192 -0.1245
C 3.2662 -3.4150 1.6562 -0.2464
O 4.2689 -4.0696 0.8931 -0.0817
H 6.2798 -0.4751 1.6238 0.0622
H 6.4448 -1.6228 3.0181 0.0886
H 7.8931 -1.0710 2.0911 0.0961
H 6.5534 2.2387 3.8029 0.1223
H 5.3220 1.2282 3.0179 0.1085
H 7.7810 1.5693 1.3335 0.1164
H 7.2256 3.1709 1.8803 0.1090
H 6.3419 2.6199 -0.3827 0.1064
H 5.7250 1.0361 0.0881 0.1037
H 4.1425 3.4011 -0.1115 0.1078
H 4.6479 3.4907 1.5791 0.1080
H 3.9107 0.7935 1.5070 0.0780
H 2.8127 2.1911 2.0156 0.1155
H 1.9330 2.3008 -0.2536 0.1156
H 2.9338 0.9629 -0.8531 0.1137
H 1.5158 0.2923 1.7518 0.1219
H -0.4153 0.8414 -0.5644 0.1374
H -0.0912 2.0459 0.7867 0.1266
H -1.0839 -0.1627 3.3211 0.0924
H -0.0617 1.2220 2.8837 0.0833
H -1.8311 1.4099 2.8291 0.0814
H 2.3055 -2.5861 -0.5076 0.1213
H 3.2574 -1.1174 -0.7451 0.1081
H 4.2860 -1.5807 1.2107 0.0928
H 2.7483 -1.3894 2.1922 0.1146
H 2.2639 -3.8669 1.5266 0.1267
H 3.5157 -3.4875 2.7407 0.1144
H 5.1087 -3.9506 1.3358 0.0835
C 4.1978 -4.1122 -2.1684 -0.0838
C 5.1468 -4.5731 -3.2572 -0.2483
O 5.2631 -3.6080 -4.3147 -0.2641
S 6.1042 -2.2675 -4.0283 0.5884
C 6.1664 -1.6776 -5.6914 -0.1173
O 7.4274 -2.6312 -3.6052 -0.2749
O 5.2947 -1.3642 -3.2559 -0.2932
H 4.5873 -3.2377 -1.6498 0.0585
H 4.0462 -4.8963 -1.4282 0.0767
H 3.2320 -3.8333 -2.5961 0.0792
H 6.1324 -4.8086 -2.8482 0.1177
H 4.7608 -5.4860 -3.7119 0.1226
H 6.7495 -2.3715 -6.2921 0.0753
H 6.6454 -0.7005 -5.6718 0.0776
H 5.1512 -1.5868 -6.0714 0.0728
C -6.0059 4.2603 3.7831 -0.0686
C -5.2683 4.6163 2.5046 -0.2548
O -4.3726 5.7236 2.6830 -0.2622
S -3.0053 5.4727 3.4915 0.5882
C -2.2285 7.0119 3.1118 -0.1197
O -2.2785 4.4085 2.8576 -0.2834
O -3.2923 5.4450 4.8994 -0.2859
H -5.3212 3.8871 4.5443 0.0537
H -6.7501 3.4855 3.5940 0.0845
H -6.5030 5.1385 4.1970 0.0883
H -4.7281 3.7538 2.1064 0.1159
H -5.9896 4.9227 1.7468 0.1221
H -2.0352 7.0572 2.0426 0.0754
H -1.2929 7.0492 3.6665 0.0769
H -2.8809 7.8230 3.4274 0.0758
C -7.2451 -0.5327 8.1057 -0.0775
C -5.7595 -0.5584 8.4172 -0.2626
O -5.0590 0.5375 7.8148 -0.2661
S -5.2459 2.0035 8.4545 0.5919
C -3.9624 2.8127 7.5526 -0.1182
O -4.8886 1.9500 9.8447 -0.2788
O -6.5098 2.5387 8.0285 -0.2837
H -7.7293 0.3325 8.5584 0.0684
H -7.7335 -1.4293 8.4906 0.0801
H -7.4102 -0.4706 7.0291 0.0839
H -5.5821 -0.5736 9.4954 0.1156
H -5.3215 -1.4681 8.0056 0.1209
H -3.0033 2.3907 7.8429 0.0767
H -4.0006 3.8703 7.8062 0.0802
H -4.1420 2.6807 6.4881 0.0626
C 1.7253 -0.9277 -3.3713 -0.0675
C 1.0538 -1.5356 -4.5881 -0.2521
O -0.3574 -1.2833 -4.6102 -0.2576
S -0.8593 0.2013 -4.9758 0.5964
C -2.5740 -0.1756 -5.1585 -0.1336
O -0.3154 0.5719 -6.2535 -0.2821
O -0.6960 1.0452 -3.8229 -0.2897
H 1.6802 0.1617 -3.3988 0.0766
H 2.7777 -1.2179 -3.3254 0.0584
H 1.2261 -1.2487 -2.4564 0.0753
H 1.5162 -1.1820 -5.5135 0.1143
H 1.1738 -2.6194 -4.5620 0.1196
H -2.7045 -0.8397 -6.0065 0.0492
H -3.0973 0.7629 -5.3316 0.0797
H -2.9325 -0.6376 -4.2415 0.0786
C -5.5481 -5.1014 -8.2916 -0.0753
C -5.7844 -3.6360 -8.6097 -0.2587
O -6.5961 -2.9885 -7.6192 -0.2620
S -5.9318 -2.6509 -6.1939 0.6014
C -7.2301 -1.6289 -5.5719 -0.1183
O -4.7594 -1.8469 -6.4078 -0.2840
O -5.8806 -3.8496 -5.4051 -0.2724
H -4.9519 -5.2189 -7.3869 0.0692
H -5.0159 -5.5902 -9.1090 0.0816
H -6.4957 -5.6154 -8.1249 0.0853
H -4.8396 -3.1009 -8.7328 0.1158
H -6.3257 -3.5552 -9.5525 0.1219
H -7.2990 -0.7315 -6.1823 0.0751
H -6.9758 -1.3691 -4.5460 0.0775
H -8.1611 -2.1907 -5.5936 0.0761

- Which value of charge does entry 2 give?
  0